No. 1
{"formula": "C4H8", "method": "ωB97M-V/def2-TZVPD", "e_above_lowest_kcal_mol": 38.9, "e_tot_ha": -157.12201, "multiplicity": 1, "smiles": "C=C.C=C", "lumo_energy_ha": 0.04876, "homo_lumo_gap_ev": 11.59, "fmax_ev_per_a": 2.469, "symbols": ["C", "C", "H", "H", "H", "H", "C", "C", "H", "H", "H", "H"], "xyz": [[1.3262, -0.3940, 1.2534], [0.4038, -1.3277, 1.4251], [-0.3876, -1.4406, 0.6983], [2.1038, -0.3213, 2.0042], [1.2341, 0.3128, 0.3417], [0.4078, -2.0513, 2.2270], [-0.3689, 0.5965, -1.7200], [-1.3197, 1.1386, -0.9758], [-1.2241, 1.1431, 0.1004], [-0.5050, 0.6237, -2.7943], [0.5293, 0.0926, -1.1924], [-2.1997, 1.6275, -1.3675]], "forces_ev_per_a": [[-0.5, 0.7, -1.0], [-0.1, -0.1, -0.6], [-0.2, 0.0, 0.0], [0.2, 0.4, -0.4], [0.6, -1.1, 2.1], [0.1, 0.1, 0.2], [0.8, -0.6, 0.9], [0.3, 0.1, 0.5], [-0.1, 0.0, 0.2], [0.5, -0.3, 0.0], [-1.7, 0.9, -1.6], [0.0, 0.0, -0.2]], "lowdin_charge": [-0.08, -0.08, 0.04, 0.04, 0.05, 0.04, -0.08, -0.09, 0.04, 0.04, 0.05, 0.04]}

---

No. 2
{"formula": "C7H10N5", "method": "ωB97M-V/def2-TZVPD", "e_above_lowest_kcal_mol": 32.5, "e_tot_ha": -546.06133, "multiplicity": 3, "total_charge": 1, "lumo_energy_ha": [-0.12967, -0.27210], "homo_lumo_gap_ev": [8.56, 6.43], "fmax_ev_per_a": 4.120, "symbols": ["C", "C", "C", "C", "C", "C", "C", "N", "N", "N", "N", "N", "H", "H", "H", "H", "H", "H", "H", "H", "H", "H"], "xyz": [[-1.3170, -0.4019, 0.6445], [2.7376, 1.1837, -0.5751], [-0.6539, 0.7619, 0.3510], [1.4462, -1.2982, 0.3676], [-0.9183, -1.8095, 0.3113], [-1.1690, 2.1095, 0.7557], [-1.2949, -2.1822, -1.1252], [3.2407, 0.1157, -0.0618], [0.4923, -1.9991, 0.5012], [2.5982, -0.8431, 0.4699], [0.5273, 0.6247, -0.2747], [1.4068, 1.5397, -0.4670], [-2.2261, -0.3040, 1.2204], [3.4183, 1.9317, -0.9443], [-1.4093, -2.5021, 1.0036], [-1.1984, 2.7801, -0.1045], [-0.5311, 2.5542, 1.5213], [-2.1759, 2.0344, 1.1542], [-2.3770, -2.2321, -1.2232], [-0.8805, -3.1580, -1.3685], [-0.9077, -1.4452, -1.8245], [1.1916, 2.5398, -0.3316]], "forces_ev_per_a": [[-0.8, -0.5, 0.3], [-1.8, 0.9, 0.5], [1.3, 0.9, -0.6], [-1.5, -0.3, -0.6], [-0.3, 0.2, 0.3], [0.0, 0.0, -0.1], [-0.1, -0.1, -0.2], [1.5, 0.2, -1.0], [1.0, -0.2, 0.2], [0.7, -1.3, 1.3], [-2.3, -3.2, 0.9], [2.3, 3.4, -0.3], [-0.2, 0.0, -0.2], [0.1, 0.1, -0.3], [0.0, 0.2, -0.2], [0.0, 0.1, 0.0], [0.0, 0.0, 0.0], [0.0, 0.0, 0.0], [0.0, 0.0, 0.0], [0.0, 0.0, 0.0], [0.0, 0.0, 0.0], [0.1, -0.5, -0.2]], "lowdin_charge": [0.06, -0.04, -0.28, -0.10, -0.32, -0.01, -0.01, 0.09, 0.23, 0.14, 0.05, 0.04, 0.13, 0.14, 0.16, 0.09, 0.10, 0.09, 0.10, 0.09, 0.09, 0.17]}

---

No. 3
{"formula": "H8O3S2", "method": "ωB97M-V/def2-TZVPD", "e_above_lowest_kcal_mol": 147.6, "e_tot_ha": -1026.65083, "multiplicity": 1, "lumo_energy_ha": -0.22468, "homo_lumo_gap_ev": 3.00, "fmax_ev_per_a": 0.930, "symbols": ["S", "S", "H", "H", "H", "H", "O", "H", "H", "O", "H", "H", "O"], "xyz": [[-2.7220, -0.0586, 0.0670], [2.3460, 0.4374, -0.2837], [-3.7626, -0.8790, 0.2171], [3.5751, 0.8430, -0.6694], [-0.9386, -0.3424, -1.3686], [0.0681, 0.6847, -1.6960], [-0.2585, -0.1631, -2.0380], [0.0818, 1.4429, 1.0079], [-1.4364, 1.3516, 1.0119], [-0.6908, 1.7625, 1.4753], [1.8673, -1.4198, 0.4661], [2.1934, -2.4503, 1.5438], [1.5506, -2.2520, 0.8670]], "forces_ev_per_a": [[0.2, 0.0, -0.3], [-0.2, 0.6, -0.3], [-0.2, -0.2, 0.0], [-0.2, -0.1, -0.1], [-0.1, -0.7, 0.0], [0.2, 0.0, -0.5], [0.1, 0.7, 0.6], [0.4, -0.1, 0.0], [0.1, 0.3, 0.3], [-0.2, 0.0, 0.0], [-0.1, -0.8, 0.3], [0.3, -0.1, 0.3], [-0.3, 0.3, -0.3]], "lowdin_charge": [0.59, 0.60, -0.25, -0.23, -0.10, -0.01, -0.06, -0.04, -0.14, -0.09, -0.17, 0.02, -0.12]}

---

No. 4
{"formula": "CH15NO5", "method": "ωB97M-V/def2-TZVPD", "e_above_lowest_kcal_mol": 19.5, "e_tot_ha": -477.66899, "multiplicity": 2, "total_charge": 1, "lumo_energy_ha": [-0.14735, -0.34825], "homo_lumo_gap_ev": [9.05, 3.58], "fmax_ev_per_a": 3.655, "symbols": ["C", "N", "H", "H", "H", "H", "H", "H", "H", "O", "H", "H", "O", "H", "H", "O", "H", "H", "O", "H", "H", "O"], "xyz": [[-2.9966, -1.0083, -0.9236], [-1.7579, -1.2903, -0.2976], [-2.9038, -0.4757, -1.8571], [-3.5089, -0.2714, -0.2891], [-3.6837, -1.8503, -1.0438], [-1.8773, -1.6357, 0.6633], [-1.0942, -1.9919, -0.6768], [0.6677, -2.6594, -2.4398], [1.3657, -2.7643, -1.1025], [0.6524, -2.2929, -1.5490], [3.8926, 2.0386, -0.7644], [4.1617, 0.5426, -0.8108], [3.6704, 1.2392, -1.2624], [0.1569, 1.3948, 0.0043], [-0.1969, 1.8277, 1.6027], [-0.0129, 2.0494, 0.6822], [-1.2513, 0.0702, 1.6414], [-1.4358, -0.2860, 3.1440], [-1.0500, 0.3551, 2.5351], [2.5862, 1.5887, 0.8065], [1.8714, 2.9090, 0.9058], [2.7444, 2.5111, 1.0316]], "forces_ev_per_a": [[-0.2, 2.8, 0.4], [-1.1, -3.4, 0.6], [0.5, -0.4, -0.7], [-0.2, -0.4, 0.2], [0.3, -0.7, 0.1], [0.1, 1.0, 0.3], [1.0, 1.0, -1.2], [0.0, 0.1, -0.2], [0.1, 0.1, 0.1], [-0.3, -0.2, 0.2], [-0.2, 0.0, 0.0], [0.1, 0.1, -0.2], [0.1, -0.3, 0.1], [0.1, -0.5, 0.7], [0.2, -0.9, -0.4], [-0.4, 1.6, -0.6], [-0.1, 0.1, 0.1], [0.0, 0.1, 0.1], [-0.1, -0.3, 0.1], [0.1, 0.1, 0.0], [0.1, 0.0, 0.0], [0.0, 0.1, 0.2]], "lowdin_charge": [-0.02, 0.26, 0.12, 0.12, 0.15, 0.15, 0.12, 0.07, 0.07, -0.04, 0.03, 0.04, -0.07, 0.04, 0.03, -0.05, -0.01, 0.07, -0.03, 0.01, 0.02, -0.07]}

---

No. 5
{"formula": "C5H7NO", "method": "ωB97M-V/def2-TZVPD", "e_above_lowest_kcal_mol": 73.5, "e_tot_ha": -324.60740, "multiplicity": 1, "lumo_energy_ha": -0.00038, "homo_lumo_gap_ev": 8.83, "fmax_ev_per_a": 1.066, "symbols": ["C", "C", "C", "N", "C", "O", "C", "H", "H", "H", "H", "H", "H", "H"], "xyz": [[1.2798, 0.8183, 0.9893], [0.7628, -0.0573, -0.1656], [1.0903, -1.4508, -0.0497], [1.3511, -2.5809, 0.0118], [-0.5779, 0.2493, -0.6316], [-0.4945, 1.2723, -1.3865], [-1.8631, -0.4499, -0.3901], [0.9194, 0.4740, 1.9669], [2.3726, 0.7923, 1.0050], [0.9739, 1.8608, 0.8570], [0.6921, 1.0147, -1.2543], [-2.6728, -0.0156, -0.9783], [-2.1027, -0.4211, 0.6786], [-1.7309, -1.5061, -0.6524]], "forces_ev_per_a": [[0.1, 0.1, 0.1], [-0.1, -0.2, 0.1], [0.2, -0.9, 0.1], [-0.2, 1.0, -0.1], [0.0, 0.0, 0.0], [0.1, -0.1, 0.1], [0.0, 0.0, 0.0], [0.0, 0.0, -0.1], [-0.2, 0.0, 0.0], [0.0, -0.2, 0.0], [-0.2, 0.1, -0.1], [0.1, -0.1, 0.1], [0.1, 0.0, -0.1], [0.0, 0.1, 0.0]], "lowdin_charge": [-0.07, -0.33, -0.23, 0.13, -0.37, 0.08, 0.02, 0.08, 0.08, 0.08, 0.22, 0.09, 0.11, 0.10]}